No. 1
Molecular formula: C4H6O2
Method: DFT, the ωB97M-V functional and the def2-TZVPD basis

Computed properties:
HOMO level = -9.60 eV
Orbital gap = 10.640 eV
SMILES = C1OC[C@H]2O[C@@H]12
Energy above the lowest of the compared OMol25 structures with the same formula, charge and spin = 3.9889 eV
LUMO = 1.0351 eV

Last column: natural (NBO) charge in e.
Element x y z (Å)
C 0.297 1.212 0.014  -0.089
O 1.363 0.360 0.344  -0.528
C 1.007 -1.041 0.158  -0.075
C -0.626 -0.937 -0.317  -0.023
O -1.211 -0.283 0.881  -0.499
C -0.976 0.601 -0.117  0.045
H 0.012 1.909 0.891  0.187
H 0.570 1.805 -0.952  0.183
H 1.504 -1.542 -0.589  0.177
H 1.045 -1.351 1.181  0.204
H -1.126 -1.656 -0.998  0.212
H -1.858 0.924 -0.498  0.207

Forces on atoms 1 to 3 (eV/Å):
C 1.4755 4.7739 -0.0779
O -0.5526 -0.6144 -0.6681
C -5.0711 2.9304 0.2836

No. 2
Molecular formula: C4H10O
Method: DFT, the ωB97M-V functional and the def2-TZVPD basis

Computed properties:
HOMO level = -10.11 eV
Orbital gap = 11.069 eV
SMILES = CC[C@@H](C)O
Energy above the lowest of the compared OMol25 structures with the same formula, charge and spin = 0.3100 eV
LUMO = 0.9587 eV

Last column: natural (NBO) charge in e.
Element x y z (Å)
C 1.837 -0.080 0.043  -0.604
C 0.648 -0.378 -0.873  -0.412
C -0.629 0.419 -0.521  0.101
C -1.671 -0.435 0.198  -0.633
O -0.245 1.524 0.287  -0.725
H 1.582 -0.218 1.099  0.208
H 2.165 0.957 -0.077  0.217
H 2.678 -0.739 -0.198  0.204
H 0.937 -0.169 -1.911  0.203
H 0.411 -1.451 -0.833  0.198
H -1.080 0.795 -1.454  0.153
H -1.979 -1.283 -0.423  0.213
H -1.265 -0.820 1.140  0.211
H -2.571 0.150 0.427  0.201
H -1.048 1.987 0.554  0.467

Forces on atoms 1 to 3 (eV/Å):
C 0.0420 -0.0005 0.0353
C 0.0002 -0.0599 -0.0663
C -0.0843 -0.2760 -0.2006

No. 3
Molecular formula: C4H13NO2
Method: DFT, the ωB97M-V functional and the def2-TZVPD basis

Computed properties:
HOMO level = -7.93 eV
Orbital gap = 8.769 eV
SMILES = CC/C=C/N.O.O
Energy above the lowest of the compared OMol25 structures with the same formula, charge and spin = 0.6342 eV
LUMO = 0.8343 eV

Last column: natural (NBO) charge in e.
Element x y z (Å)
C -1.002 0.818 -2.705  -0.602
C -1.539 -0.254 -1.729  -0.415
C -0.774 -0.362 -0.430  -0.308
C -0.008 -1.398 -0.110  -0.014
N 0.526 -1.670 1.141  -0.856
H -1.324 1.832 -2.440  0.202
H -1.516 0.642 -3.657  0.204
H 0.073 0.725 -2.775  0.201
H -2.542 0.019 -1.423  0.205
H -1.481 -1.197 -2.264  0.196
H -0.986 0.379 0.329  0.210
H 0.157 -2.167 -0.860  0.183
H 1.397 -2.163 1.214  0.383
H 0.279 -1.063 1.908  0.408
O 2.078 1.159 0.697  -0.964
H 1.551 0.341 0.730  0.486
H 1.949 1.404 -0.232  0.479
O 0.048 1.006 2.547  -0.971
H -0.030 1.054 3.504  0.473
H 0.894 1.424 2.320  0.501

Forces on atoms 1 to 3 (eV/Å):
C -1.2717 -0.1342 0.1694
C 1.0578 0.7323 0.4019
C -0.2966 0.0427 -0.1465

No. 4
Molecular formula: C8H8O2SSi
Method: DFT, the ωB97M-V functional and the def2-TZVPD basis

Computed properties:
HOMO level = -9.44 eV
Orbital gap = 9.203 eV
SMILES = O=S1(=O)C([SiH3])=Cc2ccccc21
Energy above the lowest of the compared OMol25 structures with the same formula, charge and spin = 0.0000 eV
LUMO = -0.2422 eV

Last column: natural (NBO) charge in e.
Element x y z (Å)
O -1.364 -2.296 -1.270  -0.916
S -1.081 -1.710 0.012  2.066
O -1.514 -2.413 1.188  -0.911
C -1.648 0.344 0.092  -0.520
Si -3.497 0.502 -0.022  0.874
C -0.473 0.941 0.145  -0.215
C 0.767 0.157 0.097  -0.093
C 2.038 0.722 0.029  -0.175
C 3.151 -0.101 -0.032  -0.192
C 3.013 -1.481 -0.003  -0.196
C 1.748 -2.058 0.052  -0.204
C 0.658 -1.225 0.088  -0.211
H -4.099 -0.728 0.476  -0.131
H -3.801 0.727 -1.436  -0.143
H -3.953 1.646 0.774  -0.153
H -0.364 2.016 0.225  0.225
H 2.151 1.795 0.010  0.217
H 4.133 0.340 -0.111  0.221
H 3.889 -2.112 -0.033  0.223
H 1.609 -3.126 0.061  0.234

Forces on atoms 1 to 3 (eV/Å):
O 0.0226 0.1520 -0.1178
S -0.2494 2.2638 0.1253
O 0.1454 0.1830 0.1220

No. 5
Molecular formula: C44H45BF2N10OPRe
Method: DFT, the ωB97M-V functional and the def2-TZVPD basis

Computed properties:
HOMO level (alpha / beta) = -8.64 / -8.39 eV
2S+1 = 2
Orbital gap (alpha / beta) = 6.260 / 5.881 eV
Charge = +1
Energy above the lowest of the compared OMol25 structures with the same formula, charge and spin = 2.4791 eV
LUMO (alpha / beta) = -2.3843 / -2.5054 eV
Expectation value of S² = 0.773

Last column: Löwdin spin population.
Element x y z (Å)
Re -0.484 -0.241 -0.202  0.828
C 4.471 2.889 -1.074  0.001
C 3.384 3.612 -1.540  0.000
C 2.104 3.162 -1.279  0.002
C 1.871 2.008 -0.530  0.012
C 2.969 1.273 -0.077  0.005
C 4.255 1.721 -0.366  0.000
N 0.492 1.637 -0.283  0.022
N -0.220 2.690 -0.201  -0.042
C -1.591 2.473 -0.191  0.009
C -2.400 3.615 -0.161  -0.004
C -3.766 3.472 -0.259  -0.001
C -4.297 2.187 -0.399  -0.008
C -3.478 1.069 -0.415  0.000
C -2.080 1.157 -0.292  0.010
H 5.482 3.213 -1.279  0.000
H 3.526 4.515 -2.118  0.000
H 1.250 3.708 -1.648  0.000
H 2.312 -0.679 0.141  0.017
H 5.105 1.139 -0.043  0.000
H -1.936 4.590 -0.077  0.001
H -4.417 4.335 -0.241  0.000
H -5.370 2.065 -0.491  -0.001
H -3.956 0.099 -0.523  0.001
N -5.546 -5.366 -0.897  0.001
C -5.475 -4.344 -0.011  0.001
O -6.328 -4.132 0.825  0.002
C -4.266 -3.443 -0.110  0.009
C -4.027 -2.580 0.948  -0.002
C -2.938 -1.734 0.900  0.009
N -2.078 -1.707 -0.129  -0.001
C -2.318 -2.538 -1.152  0.010
C -3.392 -3.406 -1.186  -0.002
H -6.317 -6.005 -0.799  0.000
H -4.767 -5.645 -1.463  0.000
H -4.704 -2.569 1.790  0.000
H -2.745 -1.032 1.696  0.000
H -1.604 -2.512 -1.962  0.000
H -3.522 -4.024 -2.064  0.000
C -0.892 -0.698 5.238  0.000
C -0.765 0.531 4.337  -0.001
C -0.653 0.188 2.922  0.000
N -0.542 -0.042 1.795  0.004
H -1.030 -0.381 6.271  0.000
H 0.007 -1.313 5.187  0.000
H -1.747 -1.310 4.952  0.000
H 0.124 1.109 4.602  0.000
H -1.624 1.195 4.457  0.000
C -1.400 -1.960 -6.555  0.000
C -2.414 -0.876 -6.209  0.000
C -3.480 -1.397 -5.249  0.000
C -1.735 0.388 -5.677  0.000
N -1.037 0.163 -4.415  0.000
C -1.506 0.138 -3.168  -0.001
N -0.510 -0.171 -2.366  0.001
N 0.583 -0.325 -3.155  0.002
N 0.271 -0.127 -4.376  0.000
H -1.905 -2.842 -6.947  0.000
H -0.832 -2.266 -5.674  0.000
H -0.687 -1.617 -7.305  0.000
H -2.911 -0.554 -7.130  0.000
H -3.026 -1.814 -4.346  0.000
H -4.056 -2.195 -5.719  0.000
H -4.180 -0.614 -4.949  0.000
H -2.463 1.181 -5.503  0.000
H -0.982 0.756 -6.371  0.000
H -2.511 0.378 -2.865  0.000
N 2.789 0.063 0.657  0.031
P 3.584 -0.430 1.995  0.004
C 3.195 0.644 3.377  0.000
C 2.861 1.984 3.183  0.000
C 2.619 2.797 4.281  0.000
C 2.706 2.279 5.567  0.000
C 3.023 0.941 5.762  0.000
C 3.266 0.122 4.669  0.000
C 3.020 -2.088 2.343  0.001
C 1.654 -2.307 2.529  0.002
C 1.188 -3.587 2.770  0.001
C 2.080 -4.649 2.838  0.000
C 3.439 -4.434 2.663  0.001
C 3.913 -3.155 2.412  0.000
C 5.365 -0.504 1.804  0.001
C 5.880 -1.181 0.695  0.000
C 7.248 -1.287 0.530  0.000
C 8.106 -0.720 1.468  0.000
C 7.597 -0.051 2.569  0.000
C 6.224 0.059 2.742  0.000
H 2.794 2.402 2.188  0.000
H 2.365 3.837 4.128  0.000
H 2.518 2.919 6.419  0.000
H 3.084 0.535 6.762  0.000
H 3.510 -0.922 4.824  0.000
H 0.960 -1.484 2.457  0.002
H 0.127 -3.758 2.891  0.000
H 1.713 -5.650 3.024  0.000
H 4.133 -5.261 2.715  0.000
H 4.974 -3.000 2.273  0.000
H 5.208 -1.611 -0.041  0.000
H 7.649 -1.805 -0.330  0.000
H 9.176 -0.801 1.333  0.000
H 8.267 0.392 3.294  0.000
H 5.829 0.594 3.596  0.000
F 2.042 -2.247 -0.795  0.022
B 0.707 -2.145 -0.462  0.053
F 0.195 -3.401 -0.448  -0.002

Forces on atoms 1 to 3 (eV/Å):
Re 0.2193 0.2057 -0.5843
C -0.0467 0.0265 -0.0119
C 0.0066 -0.0501 0.0169

No. 6
Molecular formula: C15H13Cl20IN3O7P2S
Method: DFT, the ωB97M-V functional and the def2-TZVPD basis

Computed properties:
HOMO level = -11.71 eV
Orbital gap = 7.017 eV
Charge = +1
LUMO = -4.6954 eV

Last column: natural (NBO) charge in e.
Element x y z (Å)
N 0.152 3.584 3.097  -0.267
C -0.472 2.654 3.417  0.472
O -0.779 1.426 3.811  -0.442
C -1.453 0.734 2.834  0.542
C -2.789 0.954 2.545  -0.374
P -3.792 2.279 3.408  0.902
O -2.948 2.604 4.797  -0.961
I -5.901 1.373 4.192  0.025
C -3.322 0.130 1.545  0.015
C -4.784 0.182 1.099  0.774
O -5.548 -0.561 1.651  -0.517
O -5.072 1.023 0.097  -0.735
P -6.632 0.834 -0.575  1.482
N -7.543 1.936 0.056  -1.260
C -2.569 -0.837 0.894  -0.208
C -1.257 -0.946 1.237  0.098
N -0.728 -0.175 2.184  -0.272
C 0.723 -0.367 2.489  -0.217
C 1.508 0.800 1.799  -0.442
C 2.431 0.300 0.680  -0.658
S 3.478 1.712 0.264  2.346
O 4.423 1.913 1.330  -0.939
O 2.651 2.868 0.111  -0.940
O 4.264 1.426 -1.094  -0.876
H -2.803 3.561 4.752  0.516
H -6.569 0.961 -1.972  -0.022
H -7.166 -0.432 -0.293  -0.009
H -7.868 2.517 -0.714  0.382
H -2.985 -1.494 0.137  0.272
H -0.631 -1.671 0.728  0.249
H 1.042 -1.326 2.074  0.234
H 0.893 -0.375 3.566  0.258
H 0.792 1.493 1.339  0.241
H 2.039 1.388 2.554  0.270
H 1.860 0.089 -0.238  0.243
H 3.021 -0.585 0.932  0.266
H 4.880 2.181 -1.192  0.531
C -4.905 -1.727 -3.983  -0.220
Cl -6.480 -1.409 -4.710  0.079
Cl -4.829 -0.942 -2.385  -0.009
Cl -4.675 -3.464 -3.791  0.082
Cl -3.632 -1.070 -5.013  0.075
C 4.928 -3.344 -0.386  -0.222
Cl 4.926 -4.459 -1.755  0.076
Cl 5.320 -1.712 -0.949  0.066
Cl 3.313 -3.344 0.368  0.002
Cl 6.121 -3.867 0.799  0.080
C 8.395 0.203 1.216  -0.221
Cl 8.861 1.609 2.178  0.066
Cl 6.868 0.539 0.384  0.042
Cl 9.654 -0.141 0.023  0.062
Cl 8.191 -1.196 2.278  0.051
C 4.191 5.241 -2.423  -0.227
Cl 4.183 4.055 -3.738  0.048
Cl 4.609 6.831 -3.065  0.075
Cl 2.597 5.297 -1.672  0.078
Cl 5.395 4.758 -1.209  0.037
C -2.714 -6.805 -5.144  -0.227
Cl -2.184 -5.124 -5.305  0.046
Cl -3.217 -7.100 -3.471  0.046
Cl -4.078 -7.096 -6.227  0.068
Cl -1.384 -7.888 -5.560  0.071

Forces on atoms 1 to 3 (eV/Å):
N -1.5459 -0.8787 0.4645
C 2.0194 0.5701 -0.0320
O -0.0555 0.3411 -0.4805